[1]
C5H11NO | the ωB97M-V functional and the def2-TZVPD basis

```
18
Properties=species:S:1:pos:R:3:forces:R:3
C -2.20112 -0.32322 -0.07408 3.93 2.04 0.25
H 0.47908 -1.05925 1.81684 -0.04 -0.06 0.05
C 0.73426 -1.04007 -0.86214 -0.27 0.19 0.16
H 1.81357 -1.13555 -0.95314 0.08 -0.09 -0.02
H 0.41417 0.68553 2.10796 0.03 0.04 0.03
N -3.28483 0.26166 -0.12805 0.08 0.30 -0.02
H 0.86402 2.27531 0.07026 0.03 0.10 0.08
C 0.41610 0.17197 0.01572 0.96 -0.06 0.07
C 1.16089 1.40997 -0.51542 -0.14 -0.31 0.07
H -4.10325 -0.33684 -0.14932 0.16 -0.20 0.01
O -0.91410 0.61059 -0.04257 -4.77 -1.75 -0.25
H 0.34907 -1.96050 -0.42424 -0.01 -0.10 -0.02
H 0.30854 -0.91459 -1.85609 0.00 0.03 -0.09
C 0.83581 -0.08957 1.47017 -0.21 0.06 -0.27
H 2.23792 1.28125 -0.45153 0.14 -0.03 0.00
H 0.87667 1.59358 -1.54989 0.01 -0.01 -0.06
H 1.91916 -0.06277 1.55554 0.12 -0.10 0.07
H -1.90595 -1.36751 -0.03003 -0.12 -0.05 -0.04
```
Positions in Å, forces in eV/Å.

Results
DFT total energy   -8899.82646 eV
Highest occupied orbital energy   -9.79 eV
Orbital gap   0.390 Ha
Charge   0
Largest force on an atom   0.0989 hartree/bohr
Relative energy (zero: lowest compared OMol25 entry of this formula, charge and spin)   1.8709 eV
E_LUMO   0.0303 Eh

[2]
C5H11NO | the ωB97M-V functional and the def2-TZVPD basis

```
18
Properties=species:S:1:pos:R:3:forces:R:3
C -0.35061 0.88430 -1.69286 -1.94 -0.31 3.28
N -0.65345 0.04849 -0.43581 0.50 0.41 -0.39
C -0.19323 0.81815 0.84725 2.11 -4.23 -0.92
H 0.64469 0.74577 -1.91217 2.22 0.01 -1.06
C -0.53758 0.03721 2.12996 0.55 0.86 0.49
H -1.61174 -0.21988 2.08202 0.72 -0.77 0.21
H -1.33372 -1.88714 -0.93448 -0.43 -0.28 0.35
H -0.69976 1.70772 0.77772 -1.41 2.04 -0.07
C 1.31832 1.06808 0.89504 1.28 -0.26 1.26
H -1.04142 0.67250 -2.47561 -0.31 -0.47 -0.66
H 1.64230 1.17903 1.97202 -0.42 -0.43 -0.85
H 0.29112 -0.76876 2.31851 -2.12 1.11 -0.32
H 1.96002 0.24787 0.46717 -0.88 0.76 0.25
H -0.57232 1.87361 -1.32142 0.22 0.56 -0.39
H -0.47085 0.80089 2.97659 0.12 -1.08 -0.93
O 0.64075 -1.93881 -1.21202 -3.40 2.99 1.99
H 1.64568 2.02827 0.53539 -0.03 0.31 -0.92
C -0.40455 -1.34253 -0.80255 3.23 -1.21 -1.34
```
Positions in Å, forces in eV/Å.

Results
DFT total energy   -8898.86462 eV
Highest occupied orbital energy   -9.06 eV
Orbital gap   0.365 Ha
Charge   0
Largest force on an atom   0.0962 hartree/bohr
Relative energy (zero: lowest compared OMol25 entry of this formula, charge and spin)   2.8327 eV
E_LUMO   0.0316 Eh

[3]
C5H11NO | the ωB97M-V functional and the def2-TZVPD basis

```
18
Properties=species:S:1:pos:R:3:forces:R:3
H -2.52555 1.10294 0.26114 0.37 0.04 -0.01
H -2.06923 2.71839 0.80383 -0.02 0.01 -0.09
H 1.23656 0.23700 -1.71035 0.06 0.00 0.02
C -0.32236 1.58658 0.40686 -0.25 0.04 0.09
C 1.17618 -0.23871 -0.72924 0.33 0.11 0.09
H -0.91205 -0.19790 -0.62750 0.28 -0.15 0.55
N -0.09219 0.15730 -0.12359 -0.36 -0.07 -0.52
O 1.33765 -2.37816 0.41119 -0.21 -0.05 0.15
H 1.97952 0.15316 -0.09528 -0.21 0.01 -0.18
C -0.23034 0.43220 1.32601 0.22 -0.17 0.33
H -1.89798 2.30420 -0.90131 0.00 0.01 0.17
H 0.70449 0.27066 1.87393 -0.30 -0.07 -0.16
H -1.10314 -0.03895 1.79635 0.09 0.07 -0.19
C -1.77391 1.92012 0.11857 -0.11 0.23 -0.13
H 0.51587 -2.16267 0.87099 0.17 -0.12 0.03
H 2.22280 -1.99540 -1.36851 -0.11 0.02 0.10
H 0.45993 -2.12467 -1.46514 0.15 -0.05 0.13
C 1.29373 -1.74608 -0.84795 -0.07 0.14 -0.37
```
Positions in Å, forces in eV/Å.

Results
DFT total energy   -8897.36191 eV
Highest occupied orbital energy   -7.27 eV
Orbital gap   0.294 Ha
Charge   0
Largest force on an atom   0.0123 hartree/bohr
Relative energy (zero: lowest compared OMol25 entry of this formula, charge and spin)   4.3354 eV
E_LUMO   0.0266 Eh

[4]
C5H11NO | the ωB97M-V functional and the def2-TZVPD basis

```
18
Properties=species:S:1:pos:R:3:forces:R:3
H 1.55806 1.04432 1.91149 -0.12 0.63 -0.36
H -0.12010 1.23715 -0.79973 -0.84 0.82 -0.17
C -0.39548 0.47555 -0.09965 3.01 -1.89 0.64
H 2.08696 1.18997 0.10675 1.24 1.84 -0.03
C 0.95333 -0.34796 0.34328 -3.21 -0.82 0.56
N -1.58384 0.03793 0.15484 0.48 -1.21 0.86
C 1.45382 -1.10541 -0.94776 -1.33 -2.82 2.24
H 0.62830 -1.18165 1.11515 0.47 1.70 -1.74
C -2.79539 0.74808 -0.25065 -0.29 -0.19 -1.20
H -3.32637 0.13604 -1.09790 1.19 1.39 1.44
C 1.93971 0.62269 0.98700 -0.71 -2.48 -0.13
H -3.51926 0.80829 0.60202 1.00 0.09 -0.66
H 1.70555 -0.63075 -1.90081 0.31 0.34 0.62
O -1.74872 -1.04184 0.82300 -0.54 0.04 -0.02
H 0.52729 -1.73941 -1.12479 1.05 0.56 -0.38
H -2.30825 1.71048 -0.53690 -1.58 -0.29 -0.25
H 2.18203 -1.92557 -0.55462 -0.64 1.69 -1.16
H 2.76237 -0.03791 1.26927 0.53 0.59 -0.26
```
Positions in Å, forces in eV/Å.

Results
DFT total energy   -8897.28543 eV
Highest occupied orbital energy   -8.47 eV
Orbital gap   0.345 Ha
Charge   0
Largest force on an atom   0.0746 hartree/bohr
Relative energy (zero: lowest compared OMol25 entry of this formula, charge and spin)   4.4119 eV
E_LUMO   0.0336 Eh